1.
Density functional theory data (the ωB97M-V functional and the def2-TZVPD basis) for a 2-piece molecular cluster, C5H10O2 overall in a non-equilibrium geometry.

Each line ends with the Mulliken charge.
Positions of all 17 atoms, in Å:
1 C -1.2547 0.7739 1.4956  -0.71
2 C -1.5151 0.6849 0.0994  -0.22
3 C -1.7109 -0.4977 -0.7497  -0.18
4 C -0.8472 -1.5123 -0.4865  -0.39
5 C 0.6180 -1.3117 -0.4441  -0.30
6 O 0.9747 -0.9067 0.8259  -0.53
7 H -1.4266 -0.0108 2.2216  0.33
8 H -1.0021 1.7950 1.9459  0.21
9 H -1.7695 1.6449 -0.2596  0.41
10 H -2.6939 -0.6245 -1.4359  0.25
11 H -1.3341 -2.4975 -0.7732  0.28
12 H 1.0048 -2.3095 -0.5656  0.27
13 H 0.9535 -0.6538 -1.2830  0.25
14 H 0.4445 -1.3647 1.5347  0.34
15 O 3.4785 2.6426 -0.7026  -0.65
16 H 3.4620 1.6617 -0.3099  0.34
17 H 2.6180 2.4861 -1.1128  0.31

Its net charge is 0. As for the gap between HOMO and LUMO: 8.6 eV.

---

2.
Density functional theory data (the ωB97M-V functional and the def2-TZVPD basis) for a 9-piece molecular cluster, C26H59BN2O33P2S8 overall in a non-equilibrium geometry.

Each line ends with the Mulliken charge.
Positions of all 131 atoms, in Å:
1 C 5.3454 -0.6320 -0.3178  -0.56
2 C 4.6666 -1.3584 0.8467  -0.99
3 C 4.2525 -2.7912 0.4580  0.22
4 C 2.7481 -2.8254 0.1393  -0.08
5 C 2.3611 -3.9420 -0.8401  -0.80
6 C 0.8909 -3.8048 -1.2206  -0.83
7 C -0.0980 -4.0777 -0.0717  -0.01
8 C -1.0983 -2.9172 0.0091  -0.05
9 C -2.3924 -3.1773 0.7688  -0.69
10 C -3.0726 -1.8378 1.1710  -0.62
11 B -2.7552 -0.7825 0.0521  -0.28
12 P -3.6652 -0.7495 -1.6456  0.34
13 N -2.8969 0.1179 -2.7194  -0.72
14 P -1.4447 0.6018 0.1317  0.67
15 N -0.0471 0.0814 -0.7901  -0.45
16 O -0.9341 0.5822 1.6984  -0.59
17 H 6.1110 -1.2473 -0.7889  -0.02
18 H 5.7417 0.3349 -0.0059  0.40
19 H 4.5828 -0.4237 -1.0741  0.20
20 H 3.7540 -0.8001 1.0760  0.29
21 H 5.2964 -1.3546 1.7382  0.44
22 H 4.4442 -3.5235 1.2420  0.47
23 H 4.7394 -3.0959 -0.4709  -0.31
24 H 2.1728 -2.9342 1.0637  0.23
25 H 2.4710 -1.8722 -0.3328  -0.18
26 H 2.5862 -4.9140 -0.3933  0.25
27 H 2.9738 -3.7961 -1.7351  0.48
28 H 0.6184 -4.4059 -2.0913  0.34
29 H 0.7637 -2.7585 -1.5304  0.19
30 H 0.4280 -4.1348 0.8797  -0.49
31 H -0.6516 -5.0009 -0.2641  0.64
32 H -0.5537 -2.0915 0.4774  0.07
33 H -1.3482 -2.6574 -1.0287  0.44
34 H -2.2388 -3.7888 1.6603  0.16
35 H -3.0799 -3.7159 0.1092  0.36
36 H -2.6375 -1.4915 2.1126  0.34
37 H -4.1511 -1.9783 1.2945  0.42
38 H -5.0264 -0.4542 -1.3989  0.05
39 H -3.7062 -2.1243 -1.9940  0.01
40 H -3.4556 0.8450 -3.1464  0.20
41 H -0.2847 -0.6894 -1.4105  0.30
42 H 0.6226 -0.3298 -0.1386  0.04
43 H -0.0251 0.8853 1.8064  0.19
44 O 2.5667 -5.3706 2.5344  -0.55
45 S 1.7803 -4.7618 3.5487  1.19
46 O 1.9402 -3.3852 3.8581  -0.61
47 O 1.8906 -5.6377 4.8695  -0.32
48 C 0.5875 -6.0628 5.3185  -0.39
49 C -0.2261 -6.1503 4.0434  -0.20
50 O 0.2341 -5.0296 3.2636  -0.22
51 H 0.1916 -5.3045 5.9957  0.28
52 H 0.6752 -7.0056 5.8412  0.34
53 H -1.2924 -6.0662 4.2029  0.23
54 H -0.0084 -7.0669 3.4917  0.27
55 O 6.6531 -5.0618 -3.4436  -0.58
56 S 7.0737 -4.7325 -2.1289  1.10
57 O 6.3173 -5.1136 -0.9923  -0.49
58 O 7.3645 -3.1649 -2.0790  -0.21
59 C 8.7090 -2.9092 -1.6502  -0.32
60 C 9.4818 -4.1226 -2.1304  -0.40
61 O 8.5800 -5.2177 -1.9089  -0.33
62 H 8.7177 -2.8282 -0.5619  0.26
63 H 9.0560 -1.9779 -2.0890  0.37
64 H 10.3989 -4.2927 -1.5742  0.30
65 H 9.7028 -4.0634 -3.1976  0.30
66 O -3.8549 3.2768 1.4258  -0.53
67 S -3.6632 2.7265 2.7223  1.09
68 O -2.4207 2.1371 3.0693  -0.49
69 O -4.8524 1.6862 2.9930  -0.32
70 C -5.5515 2.0353 4.1970  -0.33
71 C -5.4066 3.5422 4.2815  -0.41
72 O -4.0692 3.7835 3.8323  -0.20
73 H -5.0705 1.5320 5.0377  0.31
74 H -6.5863 1.7129 4.1197  0.28
75 H -5.5232 3.9291 5.2896  0.41
76 H -6.0957 4.0552 3.6099  0.22
77 O 1.2297 6.3771 -3.1212  -0.61
78 S -0.0026 5.6712 -3.0722  1.13
79 O -1.0664 6.0401 -3.9433  -0.50
80 O -0.5173 5.6444 -1.5742  -0.35
81 C -0.7327 4.2831 -1.1344  -0.17
82 C 0.2681 3.4849 -1.9353  -0.31
83 O 0.2581 4.1123 -3.2356  -0.29
84 H -1.7568 3.9929 -1.3680  0.30
85 H -0.5678 4.2092 -0.0640  0.32
86 H 0.0036 2.4337 -2.0246  0.28
87 H 1.2740 3.5750 -1.5186  0.15
88 O -4.4498 8.2545 3.7380  -0.58
89 S -4.7053 7.3893 2.6433  0.95
90 O -4.7466 5.9821 2.8256  -0.33
91 O -3.6936 7.7491 1.4683  -0.31
92 C -4.4042 8.0623 0.2608  -0.28
93 C -5.7160 8.6434 0.7508  -0.34
94 O -6.0422 7.8361 1.8935  -0.33
95 H -4.5536 7.1407 -0.3037  0.25
96 H -3.8207 8.7631 -0.3290  0.32
97 H -6.5149 8.5723 0.0187  0.31
98 H -5.6040 9.6792 1.0756  0.30
99 O -2.4655 8.4754 -9.9597  -0.54
100 S -2.8175 7.3410 -9.1820  1.09
101 O -3.9615 6.5668 -9.5059  -0.54
102 O -2.8695 7.7815 -7.6517  -0.32
103 C -1.9837 6.9709 -6.8579  -0.24
104 C -0.8798 6.5886 -7.8204  -0.27
105 O -1.5679 6.3565 -9.0600  -0.33
106 H -2.5315 6.0969 -6.5049  0.28
107 H -1.6256 7.5402 -6.0068  0.27
108 H -0.3505 5.6885 -7.5227  0.27
109 H -0.1681 7.4034 -7.9644  0.32
110 O 6.2782 3.5383 -0.9028  -0.58
111 S 6.0116 2.6898 -2.0083  1.08
112 O 6.8657 1.6022 -2.3235  -0.49
113 O 5.8044 3.6027 -3.3022  -0.36
114 C 4.5221 3.3576 -3.8983  -0.36
115 C 3.6458 2.9557 -2.7294  -0.11
116 O 4.5110 2.1520 -1.9131  -0.18
117 H 4.6236 2.5492 -4.6242  0.29
118 H 4.1771 4.2589 -4.3967  0.32
119 H 2.7796 2.3696 -3.0238  0.28
120 H 3.3260 3.8252 -2.1512  0.16
121 O -1.6100 -7.5489 5.9893  -0.49
122 S -2.7571 -7.4466 6.8284  1.10
123 O -2.6512 -6.8646 8.1143  -0.58
124 O -3.4318 -8.8825 6.9178  -0.31
125 C -4.8045 -8.8265 6.4939  -0.36
126 C -4.8253 -7.7028 5.4767  -0.26
127 O -3.9318 -6.7228 6.0330  -0.32
128 H -5.4267 -8.6022 7.3610  0.30
129 H -5.0912 -9.7862 6.0742  0.31
130 H -5.8081 -7.2608 5.3444  0.32
131 H -4.4325 -8.0246 4.5108  0.26

Its net charge is 0. As for the gap between HOMO and LUMO: 7.2 eV.

---

| no. | E_tot (Eh) | HOMO (eV) |
| --- | --- | --- |
| 1 | -346.83913 | -8.5 |
| 2 | -7511.34070 | -7.8 |